Version a
Formula: C4H6N2O2
Source: the OMol25 dataset
Level of theory: wB97M-V/def2-TZVPD

HOMO level: -10.4264 eV

CARTESIAN COORDINATES (ANGSTROEM)
1 C -2.5800 0.2196 0.5089
2 C -1.9924 -0.9826 -0.0487
3 C -0.5464 0.6267 -0.2077
4 C 1.7024 0.0434 0.6912
5 N -1.7339 1.1758 0.5729
6 N -0.8671 -0.7732 -0.5488
7 O -0.3070 1.3956 -1.3403
8 O 0.4467 0.6572 0.7432
9 H -3.6083 0.3178 0.8728
10 H -2.4411 -1.9807 -0.0761
11 H 1.7966 -1.0296 0.2116
12 H 2.0871 0.1529 1.7696
13 H 2.4098 0.6621 0.2001
14 H -0.2113 2.2611 -0.9385

=====

Version b
Formula: C4H6N2O2
Source: the OMol25 dataset
Level of theory: wB97M-V/def2-TZVPD

HOMO level: -9.6950 eV

CARTESIAN COORDINATES (ANGSTROEM)
1 C 0.2085 -0.0424 -1.0474
2 C -0.8689 0.5348 -0.2125
3 C -1.2430 0.1970 1.1210
4 C -0.2264 -0.1690 2.1887
5 H 1.9335 -0.4885 -1.8506
6 H 2.0196 0.3221 -0.0873
7 H -0.8782 0.1268 -2.7801
8 H -1.5528 1.1833 -0.7712
9 H -1.9774 0.9669 1.2206
10 H 0.7413 -1.1952 0.5405
11 N 1.6129 -0.3102 -0.7812
12 N 0.0202 -0.0787 -2.4987
13 O 0.8418 -0.9500 1.6707
14 O -0.6313 -0.0970 3.2875

=====

Version c
Formula: C4H6N2O2
Source: the OMol25 dataset
Level of theory: wB97M-V/def2-TZVPD

HOMO level: -9.2570 eV

CARTESIAN COORDINATES (ANGSTROEM)
1 C 1.7686 -0.3324 0.0216
2 C -0.7415 0.3060 -0.5051
3 C -1.7097 -0.6845 -0.0816
4 C -0.2881 -0.8653 0.3700
5 H 2.0040 1.6951 0.0983
6 H -0.3926 2.1402 0.5173
7 H -0.5932 -0.0895 -1.5080
8 H -2.5548 -0.7537 0.7173
9 H -2.1117 -1.3168 -0.8977
10 H -0.4552 -0.6014 1.4870
11 N 1.2362 0.9641 0.3272
12 N 0.0156 1.5334 -0.2153
13 O 2.9565 -0.5544 -0.2839
14 O 0.8659 -1.4409 -0.0472

=====

Most stable structure - version a; separation to the second - 51.8 kcal/mol.

=====

Version a
Formula: C4H6N2O2
Source: the OMol25 dataset
Level of theory: wB97M-V/def2-TZVPD

HOMO level: -9.1447 eV

CARTESIAN COORDINATES (ANGSTROEM)
1 C -2.3700 -0.0477 0.3622
2 C -0.2992 -0.5226 -0.1294
3 C 0.6306 -1.4717 0.0737
4 C 0.5552 0.7148 -0.1220
5 H -2.3991 -0.3741 1.4596
6 H -2.0823 0.9536 0.5832
7 H -3.4596 -0.0251 -0.0701
8 H 0.6202 -2.6048 0.3220
9 H -0.7104 2.5064 -0.4598
10 H 0.9599 2.5623 -0.1801
11 N 1.7772 0.4635 -0.0072
12 N 0.1368 2.0829 0.0803
13 O -1.5167 -0.7237 -0.5662
14 O 1.8384 -0.8862 0.1570

=====

Version b
Formula: C4H6N2O2
Source: the OMol25 dataset
Level of theory: wB97M-V/def2-TZVPD

HOMO level: -7.1746 eV

CARTESIAN COORDINATES (ANGSTROEM)
1 C 1.2444 -0.1763 -0.1801
2 C 0.3984 -1.1943 -0.1503
3 C -0.8774 -0.6535 -0.0885
4 C -0.7946 0.6455 -0.1198
5 H 2.7650 1.1661 0.0521
6 H 3.2063 -0.4504 0.5865
7 H 0.7928 -2.1768 -0.4516
8 H -1.8770 -2.3171 0.3573
9 H -1.9056 1.9879 0.8667
10 H -2.5250 1.6584 -0.6314
11 N 2.5121 0.0922 0.0032
12 N -1.5303 1.8840 -0.0501
13 O -1.9299 -1.4162 -0.0123
14 O 0.5209 0.9504 -0.1817

=====

Most stable structure - version b; separation to the second - 21.4 kcal/mol.